1.
Here is a molecular structure, C41H65N6O4SSbTi at a distorted geometry from OMol25. Energies are from ωB97M-V/def2-TZVPD.

Each line ends with the Mulliken charge.
Atoms and positions in Å:
Sb  -0.860  0.675  -2.075  0.841
Ti  -0.699  -0.253  0.844  -1.182
S  5.398  -1.814  -1.746  1.112
O  5.099  -3.219  -1.716  -0.720
O  3.890  0.713  4.017  -0.624
O  5.443  -0.397  3.008  -0.630
O  4.317  -0.981  -2.233  -0.702
N  4.298  -0.050  3.176  1.091
N  -2.871  0.459  0.816  -0.652
N  -1.140  -0.956  2.335  1.359
N  -0.458  1.763  1.189  1.549
N  1.417  -0.769  1.123  2.078
N  3.529  -1.430  1.235  0.435
C  -3.255  -2.172  5.086  -0.874
C  -1.600  2.451  1.480  0.146
C  -1.885  2.662  -2.607  1.985
C  2.168  1.069  -1.943  -2.070
C  -1.058  0.845  4.577  -2.369
C  1.198  0.815  -3.088  1.908
C  -2.332  0.091  4.946  0.467
C  3.313  -0.542  2.266  -1.060
C  -1.506  -3.091  0.329  -0.252
C  -3.339  -1.135  -2.222  -1.267
C  1.996  -0.161  2.195  -0.931
C  2.168  -2.433  -0.583  -0.222
C  -2.451  -1.303  4.362  0.540
C  -3.344  2.566  -2.181  -1.634
C  1.310  1.942  -4.093  -1.866
C  0.697  2.401  1.275  -0.319
C  -1.565  3.800  1.942  1.088
C  -3.973  3.874  1.923  -1.063
C  -2.630  -0.462  -4.524  -1.923
C  -2.018  -3.136  2.811  0.198
C  -0.302  4.404  2.114  -1.262
C  -1.344  -2.173  -3.257  -1.986
C  -1.818  2.995  -4.087  -1.865
C  -2.843  -3.949  3.561  -0.991
C  -3.481  -3.476  4.694  -1.281
C  0.232  -3.824  2.028  -1.436
C  2.361  -1.547  0.577  0.099
C  -1.840  -1.754  3.155  -0.048
C  4.764  -2.121  0.931  -1.453
C  6.847  -0.129  -3.360  -1.024
C  0.824  3.710  1.751  -1.448
C  -2.856  1.833  1.261  -0.808
C  -1.255  -3.773  1.673  0.016
C  -1.198  3.759  -1.804  -1.228
C  6.910  -1.485  -2.700  -0.524
C  -3.586  0.898  4.583  -1.267
C  5.691  -1.324  0.018  -0.864
C  -2.774  4.487  2.168  -0.848
C  -4.015  2.549  1.467  0.232
C  -2.152  -0.888  -3.149  1.801
C  1.505  -0.499  -3.781  -1.889
H  2.018  0.367  -1.120  0.517
H  -2.011  -3.013  -3.448  0.586
H  1.345  -1.354  -3.130  0.192
H  -3.442  2.291  -1.131  0.168
H  -3.322  0.376  -4.476  0.333
H  2.068  2.088  -1.568  0.326
H  1.122  -2.440  -0.886  -1.146
H  5.973  -0.065  -4.001  0.231
H  -1.615  4.726  -2.087  0.545
H  2.483  -3.451  -0.359  0.843
H  -3.565  0.350  0.067  0.411
H  -3.533  1.899  5.001  0.436
H  -4.474  0.414  4.983  0.530
H  -1.082  -2.049  0.334  -0.479
H  -1.357  3.635  -0.734  0.091
H  0.374  -4.419  2.927  0.469
H  -2.581  -3.048  0.144  0.733
H  6.795  0.673  -2.628  0.312
H  -0.859  3.415  -4.359  0.355
H  -3.994  -0.266  -2.165  0.232
H  -4.975  2.087  1.279  0.541
H  7.737  -1.575  -2.004  0.443
H  5.274  -2.337  1.872  0.549
H  0.800  -4.284  1.225  0.438
H  2.795  -2.094  -1.411  -0.276
H  -4.124  -4.120  5.269  0.413
H  -1.794  -0.194  -5.168  0.321
H  2.552  -0.517  -4.081  0.484
H  4.531  -3.064  0.428  0.655
H  1.583  1.871  0.938  0.379
H  1.130  2.911  -3.633  0.310
H  -0.241  5.413  2.490  0.549
H  -0.993  1.762  5.158  0.561
H  -0.638  -2.123  -4.078  0.332
H  0.597  -2.816  2.229  0.093
H  -1.057  1.095  3.514  0.486
H  1.805  4.149  1.828  0.552
H  -3.892  1.859  -2.800  0.338
H  3.185  0.926  -2.300  0.537
H  -3.934  -1.964  -2.605  0.666
H  -2.973  -4.980  3.262  0.498
H  5.550  -0.251  0.096  0.441
H  -2.015  2.134  -4.716  0.264
H  -0.185  0.233  4.800  0.364
H  -3.719  -1.806  5.990  0.523
H  -3.819  3.539  -2.305  0.583
H  6.955  -2.286  -3.434  0.386
H  -1.041  -3.669  -0.470  0.653
H  -2.999  -1.408  -1.216  -0.351
H  -0.798  -2.387  -2.334  0.346
H  -2.730  5.506  2.516  0.540
H  -3.200  -0.129  1.599  0.376
H  -3.693  0.976  3.502  0.184
H  -4.898  4.405  2.078  0.511
H  -2.572  3.748  -4.316  0.542
H  -3.157  -1.292  -4.996  0.498
H  -2.335  -0.035  6.035  0.752
H  2.324  1.954  -4.495  0.534
H  1.462  0.480  2.878  0.911
H  6.723  -1.575  0.235  0.680
H  7.733  0.022  -3.970  0.413
H  0.625  1.807  -4.924  0.362
H  -1.619  -4.802  1.574  0.955
H  -0.127  3.794  -1.995  0.217
H  0.898  -0.608  -4.677  0.395

HOMO-LUMO gap: 6.66 eV
Lowest unoccupied orbital energy: -6.11 eV
Energy: -101175.8965 eV
Net charge: +2

=====

2.
Here is 3 unconnected molecules or ions with the total composition C25H46BrF9N at a distorted geometry from OMol25. Energies are from ωB97M-V/def2-TZVPD.

Each line ends with the Mulliken charge.
Atoms and positions in Å:
Br  -2.729  -4.082  -1.232  -0.218
F  -6.687  0.372  -2.826  -0.290
F  -6.327  -0.452  0.144  -0.237
F  -8.167  -0.375  -1.011  -0.344
F  -8.128  0.601  1.617  -0.284
F  -8.964  1.820  0.061  -0.263
F  -4.752  1.610  -0.129  -0.504
F  -7.136  2.270  -1.867  -0.361
F  -4.727  2.735  -1.978  -0.448
F  -7.080  2.327  0.934  -0.222
N  -1.106  3.360  -0.041  -0.619
C  3.875  1.225  1.487  0.156
C  0.252  3.033  -2.115  -0.676
C  -4.154  -0.969  -1.903  -1.182
C  1.214  -2.946  0.766  -0.304
C  3.723  -3.455  2.497  0.422
C  4.318  -4.683  1.814  -1.360
C  4.261  1.958  -1.529  -1.167
C  4.919  2.118  2.154  -0.552
C  6.015  1.338  2.874  -1.227
C  -4.888  1.399  -1.578  1.366
C  1.277  -3.982  1.885  -0.904
C  -6.429  1.106  -1.722  0.064
C  -2.538  0.974  -2.041  0.121
C  -2.405  -2.273  -0.508  -0.714
C  5.146  0.995  -0.745  -0.741
C  -7.829  1.317  0.530  0.531
C  -3.984  0.513  -2.244  -0.892
C  0.022  2.643  -0.655  0.240
C  -3.671  -1.447  -0.505  -0.566
C  -7.148  0.384  -0.522  0.798
C  2.290  -3.662  2.986  -0.831
C  -2.094  2.190  -2.870  -0.519
C  -0.584  2.274  -3.149  -0.991
C  4.419  0.296  0.402  -0.189
C  0.806  -1.557  1.243  -0.738
H  3.085  1.854  1.068  -0.303
H  -3.601  -1.543  -2.658  0.687
H  1.498  -4.961  1.451  0.355
H  5.371  2.784  1.413  0.275
H  4.411  2.766  2.873  0.400
H  3.392  0.610  2.254  0.295
H  -4.445  -2.052  -0.027  0.490
H  2.180  -2.888  0.255  0.333
H  4.313  -5.543  2.487  0.304
H  3.581  -0.279  -0.007  0.162
H  5.588  0.685  3.638  0.283
H  6.586  0.714  2.184  0.286
H  1.309  2.862  -2.342  0.159
H  1.521  -1.145  1.959  0.228
H  -2.312  1.160  -0.979  -0.197
H  -1.899  0.131  -2.336  0.236
H  6.022  1.529  -0.363  0.313
H  4.808  2.408  -2.358  0.428
H  4.348  -3.185  3.354  0.442
H  5.094  -0.438  0.853  0.276
H  -0.850  3.773  0.842  0.254
H  3.763  -2.603  1.813  -0.416
H  0.927  2.868  -0.083  0.422
H  -0.170  1.266  -3.268  0.350
H  -5.192  -1.283  -2.024  0.384
H  -0.129  1.562  -0.590  -0.130
H  -0.176  -1.580  1.721  0.363
H  0.286  -4.075  2.341  0.383
H  0.748  -0.864  0.402  0.030
H  3.757  -4.956  0.919  0.303
H  -2.645  2.159  -3.810  0.605
H  3.889  2.769  -0.903  0.273
H  -2.373  3.105  -2.346  0.247
H  2.277  -4.474  3.720  0.415
H  -2.026  -2.454  0.494  0.382
H  5.532  0.231  -1.426  0.379
H  -1.624  -1.861  -1.141  0.239
H  3.397  1.437  -1.944  0.271
H  6.719  2.012  3.366  0.389
H  -1.917  2.773  0.091  0.109
H  5.350  -4.501  1.510  0.409
H  -0.439  2.774  -4.112  0.329
H  0.494  -3.282  0.015  0.245
H  1.972  -2.765  3.525  0.343
H  0.085  4.109  -2.199  0.337
H  -3.512  -0.584  0.147  0.275

HOMO-LUMO gap: 5.34 eV
Lowest unoccupied orbital energy: 2.28 eV
Energy: -122662.5858 eV
Net charge: -1

=====

3.
Here is a single C2H6NO molecule at a distorted geometry from OMol25. Energies are from ωB97M-V/def2-TZVPD.

Each line ends with the Mulliken spin population.
Atoms and positions in Å:
O  -1.281  1.559  0.069  0.107
N  0.659  -1.565  0.300  0.103
C  0.791  -0.155  -0.024  0.752
C  -0.258  0.624  -0.663  -0.016
H  -0.918  -0.040  -1.259  0.004
H  -1.518  1.336  0.915  -0.013
H  0.141  1.334  -1.315  0.032
H  1.045  -1.673  1.213  0.005
H  1.586  0.372  0.420  0.027
H  -0.246  -1.791  0.342  0.001

HOMO-LUMO gap (spin up / spin down): 8.52 / 10.58 eV
Lowest unoccupied orbital energy (spin up / spin down): 0.97 / 0.31 eV
Energy: -5706.1451 eV
Net charge: 0
2S+1: 2

=====

- What is the energy in the third record?
  -5706.1451 eV